[1]
{
  "formula": "C20H15IMnN4",
  "method": "wB97M-V/def2-TZVPD",
  "elements": ["Mn", "C", "C", "C", "C", "N", "C", "C", "C", "C", "C", "C", "N", "C", "C", "C", "C", "C", "N", "H", "H", "H", "H", "H", "H", "H", "H", "H", "H", "H", "I", "C", "C", "C", "C", "N", "C", "H", "H", "H", "H"],
  "positions_angstrom": [[-0.834592, 0.126504, -0.159954], [-2.365949, 4.066741, 0.147111], [-2.375869, 4.260982, 1.519224], [-1.955269, 3.237278, 2.369852], [-1.534361, 2.053157, 1.826738], [-1.552354, 1.855701, 0.476073], [-1.960460, 2.842704, -0.344332], [-0.923391, 0.926956, 2.563262], [-0.793942, 0.758474, 3.921485], [-0.108861, -0.363792, 4.386595], [0.469837, -1.270644, 3.501047], [0.316432, -1.053460, 2.151192], [-0.402318, 0.005202, 1.730254], [0.876480, -1.830742, 1.025045], [1.836374, -2.802173, 1.122514], [2.345751, -3.370899, -0.047498], [1.874097, -2.950496, -1.280640], [0.897958, -1.975825, -1.319912], [0.410588, -1.422881, -0.192498], [-2.674609, 4.845058, -0.537174], [-2.695917, 5.209156, 1.932773], [-1.944693, 3.383407, 3.441545], [-1.972805, 2.637914, -1.406429], [-1.209586, 1.478065, 4.614208], [-0.015597, -0.525844, 5.453272], [1.024980, -2.123466, 3.867402], [2.207166, -3.109847, 2.091357], [3.113372, -4.132496, 0.012039], [2.251133, -3.370086, -2.203291], [0.483479, -1.638287, -2.260931], [-5.130109, -3.695103, -0.419660], [-4.155115, -2.121670, -1.338936], [-4.558490, -1.626824, -2.577137], [-3.858866, -0.574890, -3.156706], [-2.776959, -0.040773, -2.496749], [-2.392708, -0.514015, -1.293817], [-3.068960, -1.537322, -0.725602], [-5.410124, -2.058937, -3.086780], [-4.149573, -0.175218, -4.118728], [-2.203579, 0.767708, -2.931246], [-2.731293, -1.887715, 0.242632]],
  "forces_ev_per_angstrom": [[-0.5738, -0.3389, 0.2850], [-0.0382, 0.0542, 0.0327], [-0.0059, 0.0306, 0.0348], [-0.1217, 0.1821, 0.1264], [0.1793, -0.2130, -0.1743], [-0.0793, 0.2416, -0.2414], [-0.0745, -0.1642, 0.2398], [-0.0512, 0.0347, -0.1878], [0.0151, -0.0110, 0.2437], [-0.0205, 0.0226, 0.0096], [0.0527, -0.0529, 0.1960], [-0.0517, -0.0180, -0.1807], [0.2611, 0.1265, -0.2167], [-0.1256, 0.2628, -0.0640], [0.1253, -0.2162, 0.0280], [0.0106, -0.0186, 0.0476], [0.0666, -0.0796, 0.0193], [-0.1559, -0.0205, 0.2023], [0.0096, -0.0242, -0.2535], [-0.0011, -0.0035, 0.0100], [-0.0079, -0.0129, 0.0077], [0.0152, 0.0291, -0.0142], [0.0357, -0.0254, -0.0297], [0.0093, -0.0394, 0.0051], [0.0262, 0.0128, -0.0064], [-0.0116, 0.0206, 0.0237], [0.0150, -0.0126, -0.0364], [-0.0130, 0.0051, 0.0100], [-0.0021, 0.0038, 0.0103], [-0.0239, 0.0565, -0.0154], [-0.0376, -0.0274, 0.0142], [-0.2062, -0.1858, 0.0266], [0.0447, 0.1248, -0.1102], [-0.1457, -0.0884, -0.0583], [0.0407, -0.0214, 0.0880], [0.5843, 0.1812, -0.0646], [0.1591, 0.2255, -0.0681], [-0.0044, -0.0092, -0.0065], [-0.0044, -0.0140, 0.0010], [0.0444, 0.0013, 0.0183], [0.0616, -0.0185, 0.0482]],
  "lowdin_charge": [1.20, 0.03, 0.05, 0.06, -0.16, -0.02, -0.05, -0.15, 0.07, 0.06, 0.07, -0.15, 0.03, -0.17, 0.06, 0.05, 0.02, -0.05, -0.02, 0.14, 0.15, 0.14, 0.12, 0.14, 0.15, 0.14, 0.14, 0.15, 0.14, 0.13, 1.07, -0.71, -0.05, 0.01, -0.10, -0.08, -0.19, 0.13, 0.14, 0.12, 0.10],
  "lumo_energy_ev": [-12.1836, -11.4882],
  "relative_energy_kj_mol": 0.0,
  "e_tot_ha": -2437.91572,
  "largest_force_ev_per_a": 0.72,
  "charge": 3,
  "spin_multiplicity": 5
}



[2]
{
  "formula": "C20H15N5O12SW",
  "method": "wB97M-V/def2-TZVPD",
  "elements": ["W", "O", "C", "O", "C", "O", "C", "C", "O", "O", "H", "H", "H", "H", "H", "O", "C", "C", "C", "C", "C", "C", "C", "O", "N", "N", "C", "C", "C", "C", "C", "C", "C", "O", "H", "H", "H", "H", "H", "H", "H", "H", "H", "H", "N", "C", "N", "C", "N", "O", "S", "O", "O", "O"],
  "positions_angstrom": [[-0.033746, 0.614483, 0.089009], [4.058751, -3.039516, 0.071510], [3.208549, -2.017907, 0.384290], [2.027378, -2.174717, 0.446400], [4.003260, -0.741960, 0.592322], [3.255033, 0.418417, 0.723895], [2.892076, 0.777128, 2.047144], [1.664574, 0.057854, 2.594361], [1.680497, -0.384625, 3.720915], [0.611349, -0.035074, 1.812062], [3.483051, -3.792411, -0.127041], [4.631260, -0.634213, -0.296625], [4.673799, -0.909041, 1.446824], [2.660085, 1.843190, 2.024200], [3.719242, 0.590703, 2.738678], [-3.238352, 2.966632, 2.013865], [-3.934754, 1.901289, 2.414829], [-5.058577, 2.190797, 3.204344], [-5.848513, 1.191095, 3.726166], [-5.542789, -0.146824, 3.481886], [-4.451102, -0.444081, 2.693289], [-3.644780, 0.552016, 2.135222], [-2.526932, 0.138891, 1.266999], [-1.906743, 1.100270, 0.584973], [-2.170772, -1.095634, 1.147753], [-1.031038, -1.176734, 0.321626], [-1.201236, -0.933502, -1.014853], [-0.265401, -1.585572, -1.969342], [-0.527569, -2.721458, -2.716019], [0.452189, -3.260437, -3.544272], [1.696559, -2.647951, -3.623408], [1.972738, -1.502221, -2.889852], [0.987520, -0.975873, -2.062859], [1.208814, 0.119547, -1.313892], [-2.403883, 2.738899, 1.558796], [-5.266545, 3.235455, 3.396755], [-6.706140, 1.452886, 4.335721], [-6.149903, -0.939651, 3.900119], [-4.181728, -1.469250, 2.475968], [-2.226431, -0.728575, -1.322881], [-1.500889, -3.192850, -2.639566], [0.245533, -4.150434, -4.126141], [2.459636, -3.061279, -4.273200], [2.931626, -1.002735, -2.952133], [-0.797486, 1.727526, -1.614774], [-0.949214, 2.520767, -2.449163], [-1.132125, 3.431052, -3.345115], [-1.597742, 3.070685, -4.527246], [-2.009820, 2.860776, -5.593071], [-0.098146, 2.579678, 2.305092], [0.444967, 3.430318, 1.235758], [-0.596394, 4.118203, 0.495402], [1.064820, 2.339328, 0.242971], [1.556776, 4.252192, 1.676512]],
  "forces_ev_per_angstrom": [[-1.2439, 0.6949, -2.0339], [0.0190, 0.0063, -0.0328], [-0.0359, -0.0416, -0.0087], [0.1148, 0.0142, 0.0579], [0.0354, 0.0390, -0.0438], [-0.0401, -0.0570, 0.0153], [-0.0011, 0.0154, 0.0106], [-0.1451, 0.1576, 0.1008], [-0.0105, -0.0131, 0.0223], [0.7112, -0.2185, 0.0595], [-0.0024, -0.0081, 0.0409], [0.0118, 0.0142, 0.0163], [-0.0049, -0.0044, 0.0050], [0.0139, 0.0023, -0.0003], [0.0025, -0.0095, -0.0056], [-0.0175, -0.0227, -0.0638], [0.0629, -0.0410, 0.0389], [-0.0100, 0.0085, 0.0154], [-0.0009, 0.0059, -0.0095], [-0.0096, 0.0011, 0.0132], [0.0111, 0.0077, -0.0509], [-0.1557, 0.0253, -0.0460], [0.1461, -0.0885, 0.1144], [0.4566, 0.0450, 0.4536], [-0.0293, 0.0062, -0.1079], [0.1894, 0.3720, 0.2440], [-0.0444, -0.2194, 0.4770], [-0.0312, -0.0083, 0.0208], [0.0184, 0.0151, 0.0128], [-0.0096, -0.0119, -0.0011], [0.0057, 0.0082, -0.0205], [0.0020, 0.0541, -0.0324], [-0.0304, -0.0431, 0.0146], [0.5900, -0.5594, 0.3812], [0.0413, 0.0047, 0.0294], [-0.0017, -0.0026, 0.0091], [0.0008, -0.0009, 0.0045], [0.0007, -0.0006, -0.0024], [-0.0102, -0.0016, -0.0020], [0.1496, 0.2621, -0.3004], [-0.0013, -0.0037, -0.0053], [-0.0059, 0.0060, -0.0049], [0.0023, 0.0032, -0.0004], [0.0041, -0.0073, 0.0078], [0.2268, 0.3158, 0.2366], [-0.1721, 0.0073, -0.1043], [0.0379, -0.2647, -0.0505], [-0.0348, 0.1387, 0.0581], [0.0234, -0.0047, -0.0139], [-0.2801, 0.1745, 0.1702], [0.2469, -0.3282, 0.5764], [0.0758, 0.0745, -0.0488], [-0.9119, -0.5552, 0.0143], [0.0397, 0.0364, -0.2307]],
  "lowdin_charge": [1.88, 0.08, -0.47, 0.14, -0.13, -0.11, -0.10, -0.55, 0.09, -0.19, 0.12, 0.14, 0.14, 0.12, 0.13, 0.09, -0.25, -0.02, -0.11, -0.12, -0.04, -0.07, -0.40, -0.21, 0.10, -0.16, -0.25, -0.16, -0.04, -0.12, -0.11, -0.02, -0.33, -0.22, 0.08, 0.11, 0.09, 0.08, 0.10, 0.13, 0.11, 0.08, 0.09, 0.11, 0.07, -0.27, 0.06, -0.45, 0.04, -0.38, 0.30, -0.34, -0.49, -0.36],
  "lumo_energy_ev": 4.1088,
  "relative_energy_kj_mol": 119.7,
  "e_tot_ha": -2413.27231,
  "largest_force_ev_per_a": 2.48,
  "charge": -2
}



[3]
{
  "formula": "C20H16AsN8O5ReS5",
  "method": "wB97M-V/def2-TZVPD",
  "elements": ["Re", "C", "N", "C", "N", "C", "N", "C", "C", "C", "C", "C", "C", "C", "N", "N", "C", "O", "C", "C", "C", "C", "C", "C", "N", "C", "N", "C", "N", "C", "H", "H", "H", "H", "H", "H", "H", "H", "H", "H", "H", "H", "H", "H", "H", "H", "S", "As", "S", "S", "S", "O", "S", "O", "O", "O"],
  "positions_angstrom": [[0.359488, -1.073457, -3.067291], [4.381835, 0.076240, 0.548092], [3.388947, 0.166206, -0.530443], [2.658475, -0.785096, -1.050680], [1.771539, -0.227590, -1.904677], [2.065462, 1.126954, -1.842103], [3.027930, 1.384783, -1.020651], [3.735619, 0.172275, 1.913494], [4.449080, -0.287807, 3.014518], [3.918661, -0.159075, 4.288733], [2.669891, 0.411541, 4.475093], [1.948280, 0.855777, 3.373039], [2.485708, 0.744919, 2.093737], [0.633958, 1.461107, 3.568002], [0.127362, 1.925821, 4.654654], [-1.131663, 2.384145, 4.341736], [-1.301930, 2.172200, 3.084114], [-0.214904, 1.588802, 2.510798], [-2.491079, 2.449651, 2.283371], [-3.475179, 3.285796, 2.796145], [-4.633334, 3.504793, 2.066995], [-4.817307, 2.885106, 0.841895], [-3.832313, 2.049306, 0.327116], [-4.100594, 1.390112, -1.008870], [-3.104092, 0.363946, -1.329057], [-2.120054, 0.416618, -2.185624], [-1.394930, -0.726163, -2.089681], [-2.059306, -1.439430, -1.102034], [-3.081822, -0.804195, -0.631575], [-2.665990, 1.839109, 1.043868], [5.082158, 0.891217, 0.370170], [4.911990, -0.867867, 0.431295], [2.747984, -1.835172, -0.823083], [1.563689, 1.884453, -2.424070], [5.425762, -0.738163, 2.881665], [4.481889, -0.511559, 5.141706], [2.243389, 0.514973, 5.463576], [1.920371, 1.142358, 1.260240], [-3.327919, 3.746128, 3.763510], [-5.403562, 4.152961, 2.461190], [-5.735379, 3.047574, 0.289376], [-4.089339, 2.111094, -1.826671], [-5.068061, 0.889955, -1.004670], [-1.938759, 1.237700, -2.862402], [-1.751725, -2.413938, -0.764722], [-1.888573, 1.175964, 0.684636], [-0.123904, -8.935310, -4.273455], [-0.621947, -7.034370, -4.610568], [-1.076964, -4.251025, -2.704311], [0.734565, -3.311322, -2.756894], [-0.548413, -6.197996, -2.416866], [1.372149, -2.672637, -6.605754], [1.070923, -2.343253, -5.284548], [1.228608, -3.654188, -4.368631], [1.901440, -1.347744, -4.539036], [-0.308107, -1.832221, -4.944377]],
  "forces_ev_per_angstrom": [[-0.3117, -0.2186, -0.2606], [0.0014, 0.0062, 0.0556], [0.0254, -0.0171, 0.0486], [-0.0510, 0.0104, -0.0124], [0.0552, 0.0640, -0.0616], [0.0521, -0.0765, -0.0329], [-0.0034, 0.0068, 0.0088], [-0.0230, 0.0114, -0.0133], [0.0169, 0.0088, -0.0120], [-0.0001, -0.0009, 0.0281], [-0.0155, -0.0025, 0.0159], [0.0299, 0.0037, -0.0720], [-0.0188, -0.0168, 0.0036], [-0.0637, 0.1057, 0.0806], [0.2374, -0.1380, 0.0407], [-0.2348, 0.0867, -0.1061], [0.0591, 0.0547, 0.1280], [0.0010, -0.0935, -0.0951], [-0.0025, -0.0250, -0.0343], [-0.0134, 0.0049, 0.0079], [0.0033, 0.0067, 0.0118], [-0.0221, -0.0016, -0.0093], [0.0259, -0.0184, -0.0040], [-0.0317, 0.0265, 0.0506], [-0.0572, 0.0468, -0.0064], [0.0429, -0.0264, 0.0163], [-0.0206, -0.0453, 0.0559], [0.0013, 0.0478, -0.0404], [0.0207, -0.0215, 0.0113], [0.0220, 0.0045, -0.0007], [-0.0010, 0.0042, -0.0132], [0.0033, 0.0022, -0.0411], [0.0112, 0.0044, 0.0051], [0.0010, 0.0003, -0.0033], [-0.0034, -0.0006, 0.0012], [-0.0037, 0.0010, 0.0004], [0.0100, -0.0038, 0.0012], [0.0058, -0.0039, 0.0055], [-0.0050, 0.0026, -0.0023], [0.0022, 0.0016, 0.0017], [0.0009, 0.0029, 0.0069], [0.0210, -0.0150, -0.0207], [0.0006, -0.0116, -0.0204], [-0.0113, 0.0068, 0.0061], [-0.0016, 0.0032, 0.0077], [-0.0076, 0.0024, -0.0049], [-0.0335, 0.1105, -0.0112], [0.0512, -0.0858, 0.0234], [-0.1307, -0.0423, -0.0083], [0.1416, 0.0244, 0.0440], [0.0068, -0.0047, 0.0095], [-0.0106, 0.0090, -0.0665], [0.0582, -0.0839, 0.2711], [-0.0486, 0.0253, -0.1119], [0.1863, 0.0971, -0.0632], [0.0321, 0.1602, 0.1809]],
  "lowdin_charge": [1.26, -0.04, -0.08, -0.06, -0.13, -0.13, 0.18, -0.20, -0.02, -0.03, 0.01, -0.13, 0.02, -0.28, 0.14, 0.14, -0.28, 0.12, -0.13, 0.01, -0.03, -0.02, -0.20, -0.04, -0.09, -0.06, -0.13, -0.16, 0.19, 0.02, 0.15, 0.14, 0.16, 0.14, 0.13, 0.12, 0.13, 0.11, 0.13, 0.12, 0.13, 0.14, 0.15, 0.16, 0.09, 0.11, 0.06, 0.39, 0.12, 0.53, 0.01, -0.12, 0.45, -0.58, -0.40, -0.41],
  "lumo_energy_ev": -8.4846,
  "e_tot_ha": -5890.41084,
  "largest_force_ev_per_a": 0.46,
  "charge": 2
}